The following is a quantum chemistry calculation of an isolated molecule of C4H13Cl2NOSi2 in a non-equilibrium geometry, from the Open Molecules 2025 dataset.

Output
SMILES   C[Si](C)(C)NO[Si](C)(Cl)Cl
Energy above the lowest of the compared OMol25 structures with the same formula, charge and spin   0.0 kcal/mol
LUMO   0.30 eV
HOMO-LUMO gap   8.37 eV
Charge   0
HOMO   -0.2966 hartree

Each line ends with the Löwdin charge.
Element x y z (Å)
1 C -1.98680 1.51180 -0.54757  -0.162
2 Si -1.43547 -0.14873 0.42529  0.509
3 C -2.65406 -1.41314 0.83533  -0.184
4 C -0.55123 0.30544 2.07365  -0.214
5 N -0.42765 -0.75250 -0.94594  -0.210
6 O 0.67010 0.00318 -1.41030  -0.395
7 Si 2.46863 0.31406 -0.28256  -0.141
8 C 3.77576 -0.06050 -1.73769  -0.193
9 Cl 2.33996 2.24085 0.18220  0.402
10 Cl 2.34690 -1.18913 1.05110  0.386
11 H -1.05290 1.69095 -1.05096  -0.018
12 H -2.87598 1.31830 -1.24752  0.045
13 H -2.29041 2.38234 0.01952  -0.002
14 H -3.49277 -1.00823 1.36182  0.029
15 H -3.11018 -1.85954 -0.15413  0.089
16 H -2.39180 -2.24961 1.31373  -0.025
17 H -0.26395 -0.57972 2.56574  -0.028
18 H 0.54304 0.73916 1.89699  -0.008
19 H -1.00601 1.02884 2.81556  0.045
20 H -0.27958 -1.69634 -0.95157  0.016
21 H 3.11635 0.08678 -2.61188  0.026
22 H 4.65020 0.50525 -1.74998  -0.011
23 H 3.90785 -1.16951 -1.85086  0.043


The following is a quantum chemistry calculation of a structure of composition C4H13FeO9PPd in a non-equilibrium geometry, from the Open Molecules 2025 dataset.

Output
Spin multiplicity   7
LUMO (spin up / spin down)   -1.88 / -2.78 eV
HOMO-LUMO gap (spin up / spin down)   5.78 / 4.34 eV
Charge   0
HOMO (spin up / spin down)   -0.2817 / -0.2615 hartree

Each line ends with the Löwdin charge.
Element x y z (Å)
1 Fe -1.67182 -1.74414 -1.33931  1.127
2 Pd 1.12161 -1.29783 0.00166  0.803
3 O -0.83221 -0.61274 0.10260  -0.439
4 H -1.01065 0.25356 0.47875  -0.052
5 P 0.28514 -3.63873 -1.24525  0.042
6 O -1.21572 -3.63446 -0.81487  -0.340
7 O 0.70327 -4.63287 -2.29214  -0.304
8 O 1.21693 -3.36002 -0.00479  -0.439
9 O 0.19871 -2.17655 -1.84653  -0.419
10 C 2.91505 0.94739 -0.80449  -0.192
11 C 3.10846 -0.22614 -1.75592  -0.224
12 O 3.32338 -1.36178 -0.90590  -0.112
13 O 1.60387 0.93415 -0.16698  -0.152
14 H 2.95541 1.89432 -1.35210  0.122
15 H 3.64258 0.99773 0.00778  0.129
16 H 4.00224 0.00181 -2.34397  0.123
17 H 2.28669 -0.41084 -2.45085  0.119
18 H 3.50075 -2.12105 -1.48025  0.112
19 H 1.57863 1.79042 0.27401  0.100
20 C -3.41582 2.37042 1.48918  -0.235
21 C -2.47573 1.93882 2.63743  -0.184
22 O -1.26820 1.41357 2.03315  -0.097
23 O -3.74081 1.36583 0.54213  -0.074
24 H -2.90001 3.12064 0.88089  0.122
25 H -4.35743 2.66822 1.95113  0.122
26 H -2.93877 1.12398 3.19415  0.124
27 H -2.22298 2.79435 3.25562  0.119
28 H -1.46725 0.48649 1.86094  0.049
29 H -2.92531 1.11544 0.09392  0.048


The following is a quantum chemistry calculation of a cluster of 2 separate species, C4H13N in total in a non-equilibrium geometry, from the Open Molecules 2025 dataset.

Output
SMILES   CCN.CC
Energy above the lowest of the compared OMol25 structures with the same formula, charge and spin   4.1 kcal/mol
LUMO   1.17 eV
HOMO-LUMO gap   9.90 eV
Charge   0
HOMO   -0.3209 hartree

Each line ends with the Löwdin charge.
Element x y z (Å)
1 C 3.15317 0.84516 -2.04139  -0.114
2 C 3.37930 0.91067 -0.53516  -0.371
3 N 4.78199 0.90289 -0.20464  -0.025
4 H 3.65384 1.69251 -2.50104  0.064
5 H 2.10416 0.94969 -2.30424  0.064
6 H 3.54454 -0.11546 -2.37158  0.069
7 H 2.87347 0.09998 -0.00987  0.103
8 H 2.89231 1.82804 -0.16209  0.094
9 H 5.02896 0.61089 0.72181  0.056
10 H 5.38041 1.61203 -0.58394  0.060
11 C -4.16685 -1.60291 1.64349  -0.186
12 C -5.00135 -0.68534 0.79015  -0.171
13 H -4.76060 -2.42479 2.07218  0.065
14 H -3.33201 -2.13698 1.20365  0.061
15 H -3.88736 -1.11049 2.54591  0.048
16 H -5.09751 -1.05920 -0.22439  0.060
17 H -4.55339 0.30460 0.73625  0.061
18 H -5.99308 -0.62128 1.22492  0.062


The following is a quantum chemistry calculation of a cluster of 2 separate species, C4H13N in total, from the Open Molecules 2025 dataset.

Output
SMILES   CCN.CC
Energy above the lowest of the compared OMol25 structures with the same formula, charge and spin   5.0 kcal/mol
LUMO   1.05 eV
HOMO-LUMO gap   9.83 eV
Charge   0
HOMO   -0.3227 hartree

Each line ends with the Löwdin charge.
Element x y z (Å)
1 C 0.04318 -0.44757 3.54105  -0.112
2 C 1.28319 -0.15983 2.70587  -0.353
3 N 0.96748 0.21188 1.33842  -0.026
4 H -0.21700 -1.50101 3.60387  0.062
5 H 0.12856 -0.04674 4.53802  0.057
6 H -0.83551 0.04747 3.10806  0.070
7 H 1.85566 0.66858 3.11405  0.099
8 H 1.96927 -1.01190 2.78121  0.093
9 H 0.40106 -0.39530 0.77544  0.057
10 H 1.70816 0.67688 0.84785  0.054
11 C -0.34869 -0.00684 -3.73666  -0.171
12 C -1.48672 0.49324 -2.81818  -0.163
13 H 0.49933 0.67537 -3.67118  0.055
14 H -0.65287 -0.08462 -4.78944  0.059
15 H -0.02345 -1.02605 -3.50147  0.056
16 H -1.17742 1.42842 -2.35817  0.056
17 H -2.36970 0.70521 -3.42009  0.057
18 H -1.74451 -0.22719 -2.05864  0.050


The following is a quantum chemistry calculation of an isolated molecule of C4H13N2 in a non-equilibrium geometry, from the Open Molecules 2025 dataset.

Output
Energy above the lowest of the compared OMol25 structures with the same formula, charge and spin   47.9 kcal/mol
Spin multiplicity   2
LUMO (spin up / spin down)   1.00 / 0.80 eV
HOMO-LUMO gap (spin up / spin down)   4.21 / 10.45 eV
Charge   0
HOMO (spin up / spin down)   -0.1178 / -0.3545 hartree

Each line ends with the Löwdin charge.
Element x y z (Å)
1 C -1.53448 -0.37180 0.20673  -0.291
2 N -2.41112 -0.13469 -0.94158  0.000
3 C -0.07279 -0.10112 -0.16958  -0.375
4 N 0.64999 0.75593 0.84809  -0.095
5 C 1.92105 1.29833 0.33472  -0.112
6 C 0.74996 -1.34780 -0.52140  -0.061
7 H -1.72525 -1.35111 0.64543  0.102
8 H -1.79408 0.34350 0.97697  0.065
9 H -3.29484 0.28635 -0.70421  0.062
10 H -2.55656 -0.94592 -1.52127  0.064
11 H -0.14014 0.55842 -1.03267  0.122
12 H 0.59340 0.22721 1.77893  0.043
13 H -0.01643 1.54796 1.11129  0.048
14 H 2.53852 0.48071 -0.00517  0.073
15 H 2.50555 1.68561 1.16826  0.061
16 H 1.69673 2.07242 -0.38421  0.084
17 H 1.16361 -1.26236 -1.52285  0.078
18 H 0.14442 -2.24415 -0.42439  0.073
19 H 1.58246 -1.49749 0.15691  0.059


The following is a quantum chemistry calculation of the ion C4H13N2 with charge +1 in a non-equilibrium geometry, from the Open Molecules 2025 dataset.

Output
SMILES   C[C@@H]([NH3+])CCN
Energy above the lowest of the compared OMol25 structures with the same formula, charge and spin   66.0 kcal/mol
LUMO   -3.01 eV
HOMO-LUMO gap   10.61 eV
Charge   +1
HOMO   -0.5006 hartree

Each line ends with the Löwdin charge.
Element x y z (Å)
1 C 1.27872 -1.34589 1.23826  -0.133
2 C 0.20105 -0.98039 0.33010  -0.307
3 N -0.83892 -0.20131 1.38715  0.226
4 C 0.90837 0.00075 -0.60722  -0.152
5 C -0.14386 0.83008 -1.52971  -0.255
6 N -1.31263 1.51349 -0.97536  -0.031
7 H 1.23467 -2.29169 1.92973  0.121
8 H 2.21558 -1.70756 0.53666  0.150
9 H 1.83046 -0.44379 1.82908  0.150
10 H -0.49957 -1.54978 -0.27533  0.157
11 H -1.53521 0.35529 0.91989  0.107
12 H -1.07387 -0.93667 1.97602  0.115
13 H -0.12576 0.41471 1.85320  0.161
14 H 1.58779 -0.59678 -1.38863  0.183
15 H 1.37751 0.76150 -0.01122  0.099
16 H 0.59731 1.44084 -2.10663  0.120
17 H -0.62215 0.30946 -2.32726  0.096
18 H -1.19813 2.58173 -0.94998  0.123
19 H -2.19344 1.45017 -1.45667  0.072


The following is a quantum chemistry calculation of a cluster of 2 separate species, C4H13N2 in total in a non-equilibrium geometry, from the Open Molecules 2025 dataset.

Output
Energy above the lowest of the compared OMol25 structures with the same formula, charge and spin   144.3 kcal/mol
LUMO   -8.60 eV
HOMO-LUMO gap   5.94 eV
Charge   +1
HOMO   -0.5344 hartree

Each line ends with the Löwdin charge.
Element x y z (Å)
1 C 2.47878 -0.03259 -0.91608  -0.167
2 N 2.51198 1.26179 -0.31386  0.123
3 C 1.19771 -0.90080 -0.48555  -0.209
4 N 0.73884 -0.50682 0.74830  0.263
5 C -2.40200 -0.56756 0.41451  -0.132
6 C -2.54073 0.95581 0.58943  -0.145
7 H 3.25203 -0.62136 -0.40402  0.138
8 H 2.65375 -0.13294 -1.98240  0.132
9 H 1.86981 1.24070 0.45684  0.067
10 H 2.49302 2.10198 -0.87199  0.120
11 H 1.56378 -1.93472 -0.59467  0.142
12 H 0.33524 -0.77869 -1.16208  0.195
13 H -2.91843 -1.03348 1.24922  0.079
14 H 0.39001 -1.29228 1.29991  0.109
15 H -1.31041 -0.78488 0.48427  0.008
16 H -2.67802 -1.01309 -0.54033  0.077
17 H -2.09582 1.19689 1.56050  0.070
18 H -3.56810 1.29863 0.59659  0.071
19 H -1.97145 1.54343 -0.12857  0.059


The following is a quantum chemistry calculation of a cluster of 2 separate species, C4H13N2 in total in a non-equilibrium geometry, from the Open Molecules 2025 dataset.

Output
Energy above the lowest of the compared OMol25 structures with the same formula, charge and spin   37.8 kcal/mol
LUMO   -3.89 eV
HOMO-LUMO gap   11.42 eV
Charge   +1
HOMO   -0.5625 hartree

Each line ends with the Löwdin charge.
Element x y z (Å)
1 C -2.21590 -0.09592 0.73872  -0.070
2 C -0.99101 0.70241 -1.03620  -0.052
3 C -0.18351 -1.34033 -0.02548  -0.075
4 C -0.78971 -0.06348 0.27433  -0.416
5 N 2.60634 0.62034 0.23725  0.131
6 N 1.08787 -1.51963 -0.20424  0.161
7 H -2.76372 -0.76718 0.08527  0.103
8 H -2.29500 -0.52985 1.70569  0.084
9 H -2.67490 0.82892 0.82468  0.072
10 H -1.36628 0.06125 -1.84742  0.105
11 H -1.73891 1.45310 -0.89528  0.085
12 H -0.03864 0.99326 -1.48903  0.082
13 H -0.11028 0.55290 0.96097  0.160
14 H -0.97493 -2.13950 -0.21183  0.180
15 H 1.97963 1.18338 0.74732  0.061
16 H 2.65137 0.89661 -0.74916  0.109
17 H 1.34464 -2.33387 -0.73063  0.121
18 H 1.84840 -0.58367 0.09702  0.100
19 H 3.40529 0.25543 0.63249  0.060


The following is a quantum chemistry calculation of a cluster of 2 separate species, C4H13N2 in total in a non-equilibrium geometry, from the Open Molecules 2025 dataset.

Output
Energy above the lowest of the compared OMol25 structures with the same formula, charge and spin   157.9 kcal/mol
LUMO   -9.16 eV
HOMO-LUMO gap   5.29 eV
Charge   +1
HOMO   -0.5310 hartree

Each line ends with the Löwdin charge.
Element x y z (Å)
1 C -1.32181 -0.65136 0.81622  -0.192
2 N -2.77347 -0.45128 0.64919  0.071
3 C -0.45571 0.30641 -0.03391  -0.366
4 N 0.93333 -0.04023 0.11424  0.410
5 C 3.94209 0.61762 0.06442  -0.075
6 C -0.79793 0.29290 -1.53640  0.029
7 H -1.01593 -1.64803 0.51079  0.128
8 H -1.13535 -0.47743 1.78424  0.088
9 H -3.34403 -0.86039 1.43732  0.136
10 H -3.20354 -0.74234 -0.20458  0.074
11 H -0.71082 1.39391 0.32616  0.197
12 H 1.07493 -1.04982 0.06526  0.123
13 H 4.54008 -0.12736 0.64326  0.032
14 H 3.33128 0.22010 -0.78882  0.010
15 H 4.69275 1.41469 -0.12563  0.035
16 H 3.15331 0.96844 0.75521  -0.011
17 H -1.87026 0.48887 -1.69354  0.117
18 H -0.63193 -0.64304 -2.04315  0.101
19 H -0.19931 1.10952 -1.87248  0.092


The following is a quantum chemistry calculation of a structure of composition C4H13N2 in a non-equilibrium geometry, from the Open Molecules 2025 dataset.

Output
Energy above the lowest of the compared OMol25 structures with the same formula, charge and spin   191.6 kcal/mol
Spin multiplicity   2
LUMO (spin up / spin down)   -14.70 / -14.55 eV
HOMO-LUMO gap (spin up / spin down)   3.50 / 3.65 eV
Charge   +2
HOMO (spin up / spin down)   -0.6688 / -0.6688 hartree

Each line ends with the Löwdin charge.
Element x y z (Å)
1 C 0.01164 -0.96155 0.62170  -0.093
2 C -0.61987 -0.64713 -0.69298  -0.206
3 C 0.17206 -0.10457 -1.90628  -0.074
4 C 0.87045 1.35592 -1.70676  -0.129
5 N 2.01509 1.12864 -0.90445  0.283
6 N 0.58603 0.31690 1.00734  0.393
7 H 0.63043 -1.91256 0.56161  0.260
8 H -0.81973 -1.60372 1.14959  0.264
9 H -1.16673 -1.49045 -1.13725  0.152
10 H -1.45259 -0.03581 -0.42439  0.129
11 H -0.52177 -0.00669 -2.72781  0.132
12 H 0.97777 -0.86517 -2.11399  0.148
13 H 1.21170 1.68830 -2.72455  0.162
14 H -3.95250 -1.33323 5.66301  0.002
15 H 0.22070 2.19645 -1.39988  0.179
16 H 1.84793 0.89017 0.10818  0.103
17 H -3.60661 -0.65338 5.80205  -0.002
18 H 0.78728 0.30608 1.96307  0.115
19 H 2.80871 1.73182 -1.13820  0.181


The following is a quantum chemistry calculation of an isolated molecule of C4H13N2O in a non-equilibrium geometry, from the Open Molecules 2025 dataset.

Output
Energy above the lowest of the compared OMol25 structures with the same formula, charge and spin   39.4 kcal/mol
Spin multiplicity   2
LUMO (spin up / spin down)   0.80 / 0.67 eV
HOMO-LUMO gap (spin up / spin down)   3.83 / 10.32 eV
Charge   0
HOMO (spin up / spin down)   -0.1112 / -0.3548 hartree

Each line ends with the Löwdin charge.
Element x y z (Å)
1 N -1.08295 -0.63440 -1.51670  0.051
2 C -0.78506 -1.57447 -0.40985  -0.289
3 C -0.98930 -0.92185 0.94708  -0.244
4 N -0.49317 0.45555 0.96160  -0.079
5 C 0.96774 0.56569 1.04873  -0.215
6 C 1.45235 1.70725 0.16577  -0.249
7 O 1.16369 1.40500 -1.20350  -0.141
8 H -2.04117 -0.21717 -1.37904  0.055
9 H -1.08187 -1.08640 -2.46762  0.016
10 H -0.46088 0.18556 -1.43644  0.070
11 H -1.46242 -2.42325 -0.51752  0.080
12 H 0.18974 -1.96616 -0.58475  0.079
13 H -2.04209 -0.85815 1.14845  0.098
14 H -0.52260 -1.55350 1.70654  0.116
15 H -0.89549 0.94998 1.74628  0.110
16 H 1.27396 0.77486 2.07754  0.118
17 H 1.45754 -0.32183 0.65247  0.114
18 H 2.51753 1.86114 0.33231  0.113
19 H 0.90643 2.63228 0.36355  0.117
20 H 1.92803 1.01987 -1.63489  0.079


The following is a quantum chemistry calculation of a cluster of 3 separate species, C4H13N2O in total in a non-equilibrium geometry, from the Open Molecules 2025 dataset.

Output
Energy above the lowest of the compared OMol25 structures with the same formula, charge and spin   164.3 kcal/mol
LUMO   -8.12 eV
HOMO-LUMO gap   5.34 eV
Charge   +1
HOMO   -0.4946 hartree

Each line ends with the Löwdin charge.
Element x y z (Å)
1 C 2.50103 0.92393 -0.00283  -0.268
2 C 1.68414 0.14003 1.06387  -0.128
3 C 0.66706 -0.81913 0.50429  -0.003
4 C -0.45371 -0.48691 -0.02441  0.384
5 N -3.65309 -0.08159 -1.37581  0.028
6 N 3.09868 0.01640 -0.94794  0.017
7 H 1.83921 1.69216 -0.44468  0.120
8 H 3.19865 1.53196 0.56907  0.129
9 H 2.42956 -0.36220 1.67420  0.131
10 H 1.16823 0.86539 1.68969  0.135
11 H 0.87038 -1.89982 0.60826  0.201
12 H -0.85479 -0.63048 -1.02723  0.142
13 H -3.45429 -0.40349 -0.43635  -0.032
14 H -4.66023 -0.05679 -1.41633  0.027
15 H -3.39531 -0.81075 -2.02506  0.009
16 H 2.43405 -0.43264 -1.56757  0.075
17 H 3.80872 0.48297 -1.49760  0.091
18 H -2.13558 -0.15901 0.83940  -0.070
19 H -2.32744 0.46284 2.27791  0.058
20 O -2.76529 0.02714 1.53911  -0.045